Record 1
Formula: C42H60BCrN10O
Source: the Open Molecules 2025 dataset
Level of theory: ωB97M-V/def2-TZVPD

```
! wB97M-V def2-TZVPD RIJCOSX def2/J DEFGRID3
* xyz 1 3
Cr 0.80798 0.76994 0.42550
C 1.38351 -3.10478 3.28618
C 2.04746 -2.50001 2.05414
C 3.32690 -3.29717 1.72304
C 1.07766 -2.50951 0.92651
C 0.58438 -3.65919 0.25690
C -0.35794 -3.16820 -0.63765
C -1.19021 -4.02458 -1.53372
C -2.24256 -4.74588 -0.63815
C -0.33570 -4.98346 -2.33579
N -0.34044 -1.79942 -0.54096
N 0.56106 -1.39787 0.40585
B -1.18364 -0.80300 -1.36978
N -2.03066 0.06825 -0.35028
N -1.29869 1.03761 0.28681
C -2.18622 1.74231 0.99360
C -3.49169 1.24469 0.81951
C -3.34297 0.16382 -0.03432
C -4.47704 -0.78768 -0.32491
C -4.61198 -1.69133 0.89386
C -4.42890 -1.61914 -1.59025
C -1.80506 2.89100 1.86730
C -2.31633 4.19633 1.31898
C -2.32132 2.75346 3.31945
N -0.20954 0.13475 -2.19187
N 0.92665 0.64950 -1.63721
C 1.66521 1.23070 -2.57680
C 0.98083 1.08477 -3.78882
C -0.18098 0.41202 -3.51672
C -1.20929 0.09674 -4.59203
C -1.46815 -1.40170 -4.84709
C -2.46890 0.93496 -4.33203
C 2.99051 1.93135 -2.29928
C 3.07648 3.24352 -3.03820
C 4.10434 0.99566 -2.69366
H 2.08757 -3.10058 4.14870
H 0.50611 -2.52645 3.60789
H 1.04344 -4.13403 3.13455
H 2.28909 -1.45479 2.26453
H 3.04597 -4.36442 1.68117
H 3.72578 -3.08063 0.73429
H 4.11118 -3.15041 2.48418
H 0.90858 -4.70208 0.36347
H -1.71653 -3.39271 -2.27330
H -1.69974 -5.31420 0.10381
H -2.80102 -3.98104 -0.12371
H -2.88206 -5.43639 -1.24134
H 0.05317 -5.76121 -1.71596
H -0.94423 -5.54828 -3.06069
H 0.48608 -4.49327 -2.85351
H -1.90824 -1.41834 -2.08032
H -4.42231 1.60879 1.21437
H -5.34268 -0.12578 -0.42549
H -3.66163 -2.14993 1.06031
H -4.86395 -1.09971 1.78153
H -5.36666 -2.44336 0.72005
H -3.77197 -2.45268 -1.48285
H -5.46674 -1.97257 -1.74145
H -4.14616 -1.09760 -2.52205
H -0.69505 2.92104 1.84938
H -3.41640 4.23173 1.42486
H -1.84420 5.00887 1.87538
H -2.07561 4.28379 0.26395
H -3.40292 2.56059 3.30396
H -1.84059 1.98496 3.93059
H -2.13865 3.69396 3.83001
H 1.24601 1.41933 -4.76965
H -0.71736 0.51383 -5.51160
H -2.01017 -1.84311 -4.04042
H -2.01829 -1.58582 -5.77437
H -0.46989 -1.84902 -4.96687
H -2.94101 0.65906 -3.35661
H -2.26961 1.99831 -4.36679
H -3.21857 0.69167 -5.07447
H 3.04234 2.14444 -1.26735
H 2.88954 3.10360 -4.13398
H 2.26425 3.88082 -2.76372
H 4.06809 3.74450 -2.88619
H 4.15262 0.83328 -3.78236
H 5.10922 1.36086 -2.37753
H 3.98391 -0.00816 -2.24742
N 2.74370 2.83668 1.73967
C 1.90131 3.54939 0.87054
C 2.01441 4.92738 0.65964
C 1.24899 5.52107 -0.32732
C 0.33040 4.75475 -1.01933
C 0.24430 3.44074 -0.75425
N 0.99007 2.87108 0.19849
C 3.47406 1.67585 1.38174
C 4.79740 1.56610 1.79978
C 5.48986 0.38897 1.44807
C 4.85156 -0.61777 0.75208
C 3.52939 -0.39996 0.35891
N 2.87548 0.70330 0.72307
H 3.28664 3.39574 2.33898
H 2.64635 5.51456 1.26946
H 1.36684 6.57409 -0.56290
H -0.30933 5.21918 -1.76359
H -0.38401 2.72628 -1.24778
H 5.25740 2.34169 2.36725
H 6.52170 0.24306 1.72834
H 5.35327 -1.57631 0.53191
H 3.01955 -1.07640 -0.28837
O 0.75296 0.86799 2.54524
N -0.00791 0.12278 3.35579
C -1.12044 -0.55060 2.96335
C -1.83970 -1.24222 3.90961
C -1.39560 -1.35072 5.22170
C -0.28631 -0.59845 5.60980
C 0.34975 0.11320 4.62614
H -1.39735 -0.48992 1.90716
H -2.71907 -1.81210 3.61743
H -1.95512 -1.89537 5.93664
H 0.14702 -0.65390 6.60632
H 1.22697 0.66449 4.85136
*
```

As for the gap between HOMO and LUMO (alpha / beta): 7.66 / 6.44 eV. The calculation puts the energy above the lowest of the compared OMol25 structures with the same formula, charge and spin at 77.97 kJ/mol. The value obtained for the HOMO energy (alpha / beta) is -9.82 / -8.64 eV.

Löwdin population analysis, charges in e, atoms 1 to 4: 0.613 -0.049 -0.366 -0.058

=====

Record 2
Formula: C36H81N9O12
Source: the Open Molecules 2025 dataset
Level of theory: ωB97M-V/def2-TZVPD

```
! wB97M-V def2-TZVPD RIJCOSX def2/J DEFGRID3
* xyz 0 1
C 2.32818 5.25460 -2.95131
N 1.77087 5.29838 -1.59285
C 2.36502 4.75629 -0.49115
C 3.80811 4.22785 -0.68799
O 1.74575 4.58987 0.57537
H 3.42177 5.37081 -2.95033
H 1.89279 6.05383 -3.59370
H 2.18184 4.27435 -3.44718
H 0.81157 5.55492 -1.53927
H 3.82526 3.61914 -1.61298
H 4.09559 3.59771 0.16358
H 4.57229 5.01883 -0.79367
C -3.83419 1.61769 3.34086
N -3.41930 0.29247 3.91271
C -3.61043 -0.90976 3.34187
C -2.98209 -2.14018 4.04911
O -4.24097 -1.00914 2.27116
H -3.52216 1.68273 2.27851
H -3.45788 2.37843 3.98647
H -4.92454 1.68427 3.48749
H -2.70911 0.39994 4.63687
H -2.11566 -2.53991 3.55834
H -3.70125 -2.94987 4.22522
H -2.61094 -1.85157 5.06664
C 5.23693 -2.40407 2.73762
N 5.17362 -2.31152 1.30013
C 4.06265 -2.10022 0.53427
C 4.37203 -1.78194 -0.91810
O 2.93340 -2.07130 0.97388
H 5.66617 -3.37415 3.03010
H 4.23529 -2.27149 3.20779
H 5.83456 -1.56171 3.07808
H 6.03404 -2.31735 0.89240
H 5.34957 -1.99469 -1.27875
H 4.03221 -0.73247 -1.00688
H 3.69439 -2.32966 -1.51516
C -4.78521 1.32471 -0.90284
N -5.56650 0.75288 0.22815
C -6.80601 0.22256 0.00682
C -7.32343 -0.52463 1.18061
O -7.41020 0.33457 -1.02102
H -5.36335 1.03746 -1.77641
H -3.80794 0.83922 -0.95114
H -4.76697 2.40784 -0.90430
H -5.03573 0.39745 0.95844
H -8.34305 -0.86363 0.98342
H -7.46403 0.04198 2.11557
H -6.60448 -1.35253 1.39764
C 2.20872 0.91987 -5.39860
N 3.40677 0.32277 -4.95497
C 4.14157 0.94444 -3.99485
C 5.49077 0.36346 -3.68130
O 3.85083 2.05848 -3.63220
H 1.82648 0.42650 -6.27791
H 2.42138 1.91537 -5.57363
H 1.33982 0.95014 -4.73490
H 3.54196 -0.61603 -5.28706
H 6.20386 1.07061 -4.05866
H 5.53752 -0.53259 -4.34092
H 5.71849 0.19120 -2.62405
C 2.25323 3.26873 4.09598
N 1.19817 3.46906 3.06918
C -0.08109 3.19896 3.28222
C -0.97309 3.54258 2.12850
O -0.59832 2.75956 4.28506
H 3.08480 3.77741 3.70412
H 2.50891 2.20530 4.19830
H 2.09357 3.57879 5.09362
H 1.61069 3.75957 2.18223
H -1.42889 2.65617 1.61504
H -0.42040 4.19258 1.48121
H -1.81739 4.08399 2.57717
C 2.44286 -5.33149 3.31597
N 1.13798 -5.74682 2.80633
C 0.12185 -4.82355 2.78889
C -1.14776 -5.30707 2.15163
O 0.20848 -3.69283 3.23362
H 2.39140 -4.47249 3.99551
H 3.10806 -5.03465 2.50940
H 2.92963 -6.18894 3.69048
H 1.01674 -6.71312 2.60029
H -1.45979 -4.70410 1.27040
H -1.85324 -5.19275 2.95047
H -0.96524 -6.33317 1.77332
C -1.00144 -1.56688 0.84932
N 0.12510 -0.87394 0.24885
C -0.06101 0.15300 -0.55431
C 1.20948 0.77557 -1.14020
O -1.23415 0.47810 -0.95518
H -1.80551 -0.87474 0.82025
H -0.73086 -1.91868 1.82995
H -1.20657 -2.41390 0.19136
H 1.05473 -1.14438 0.54481
H 0.95247 1.72805 -1.59453
H 1.56927 0.10767 -2.01107
H 2.02216 0.91619 -0.40380
C -1.99164 3.49998 -1.19081
N -1.00458 3.53740 -2.25807
C -1.10719 2.80481 -3.38786
C -2.50757 2.22080 -3.65750
O -0.12826 2.48783 -4.11236
H -1.50193 3.99736 -0.38972
H -2.15605 2.48404 -0.79587
H -2.91652 3.97010 -1.43482
H -0.01499 3.67926 -2.08861
H -3.31955 2.91945 -3.48215
H -2.65603 1.36515 -2.95979
H -2.41788 1.76668 -4.68233
C -0.79560 -0.78727 -5.14952
C 0.46363 -1.53439 -4.75201
C 1.03789 -2.37287 -5.86473
O 0.98946 -1.38522 -3.68850
H -0.96458 0.07987 -4.53224
H -1.54962 -1.56623 -5.33630
H -0.72690 -0.36750 -6.17433
H 1.41495 -1.77135 -6.70801
H 0.22044 -3.00299 -6.18889
H 1.79215 -3.05703 -5.48185
C 0.75658 0.05293 4.67272
C 2.11336 -0.53606 4.95696
C 2.13275 -1.87420 5.56959
O 3.19483 -0.00520 4.75055
H 0.39902 0.63414 5.54742
H 0.07062 -0.75976 4.46756
H 0.78070 0.69828 3.78005
H 1.40110 -1.93285 6.41060
H 3.10675 -2.18355 5.94175
H 1.85688 -2.56511 4.77075
C -4.22179 -2.30904 -0.88879
C -3.67505 -2.73406 -2.19979
C -2.28130 -2.38578 -2.51568
O -4.34017 -3.36614 -2.97325
H -3.78094 -2.88766 -0.04088
H -5.33152 -2.32468 -0.86820
H -3.80907 -1.29028 -0.79287
H -2.11494 -2.58569 -3.56572
H -1.56718 -3.15303 -2.10523
H -1.83175 -1.43116 -2.25073
*
```

Its SMILES is CNC(C)=O.CNC(C)=O.CNC(C)=O.CNC(C)=O.CNC(C)=O.CNC(C)=O.CNC(C)=O.CNC(C)=O.CNC(C)=O.CC(C)=O.CC(C)=O.CC(C)=O. As for the gap between HOMO and LUMO: 9.17 eV. The value obtained for the HOMO energy is -8.87 eV.

Löwdin population analysis, charges in e, atoms 1 to 4: -0.072 0.018 -0.466 0.006

=====

Record 3
Formula: C36H74NO22S2
Source: the Open Molecules 2025 dataset
Level of theory: ωB97M-V/def2-TZVPD

```
! wB97M-V def2-TZVPD RIJCOSX def2/J DEFGRID3
* xyz -1 1
C 5.13669 -2.94843 1.22236
C 4.13512 -2.94178 0.07545
C 4.63372 -2.12400 -1.09471
C 3.79695 -2.32292 -2.37592
C 3.63897 -1.02292 -3.15846
C 2.29409 -0.96134 -3.90839
C 1.16106 -0.74272 -2.90688
C 0.97913 0.75470 -2.65460
C -0.20526 1.01257 -1.71126
C -1.49261 1.14840 -2.52213
C -2.71136 1.60423 -1.69648
C -3.75565 0.50114 -1.65384
C -5.00104 0.87332 -0.83184
C -5.80181 -0.39584 -0.51515
C -7.30667 -0.19612 -0.57705
C -8.04525 -1.36716 0.05357
C -9.56872 -1.18194 -0.11627
C -10.22696 -2.12830 -1.10501
S -9.62212 -1.92110 -2.78095
O -8.21124 -2.21103 -2.77300
O -9.88091 -0.53483 -3.08681
N -10.30568 -2.98260 -3.76968
S -11.91474 -3.05149 -3.71465
O -12.30954 -4.43489 -3.69039
O -12.55848 -2.28173 -4.73740
H 5.44701 -1.94017 1.47829
H 4.72657 -3.40240 2.11561
H 6.04131 -3.47140 0.92908
H 3.20724 -2.55993 0.48589
H 4.00643 -3.97777 -0.22115
H 4.59578 -1.07665 -0.80943
H 5.65775 -2.42646 -1.29778
H 2.81204 -2.69246 -2.11853
H 4.31489 -3.03898 -3.00059
H 4.44444 -0.88034 -3.87193
H 3.67009 -0.16356 -2.49522
H 2.32624 -0.10334 -4.57217
H 2.17635 -1.90024 -4.44301
H 0.20794 -1.11461 -3.27641
H 1.36321 -1.23158 -1.95792
H 0.75470 1.21503 -3.61058
H 1.90751 1.15495 -2.26179
H -0.27769 0.13446 -1.07307
H -0.05968 1.92501 -1.14336
H -1.28414 1.83978 -3.33242
H -1.72221 0.20333 -3.00461
H -3.11440 2.48450 -2.18329
H -2.40518 1.84315 -0.68235
H -3.31697 -0.36698 -1.16674
H -4.10052 0.26424 -2.65484
H -5.57692 1.58208 -1.41932
H -4.65524 1.34291 0.08569
H -5.56380 -0.69941 0.50127
H -5.50025 -1.19154 -1.18538
H -7.53887 0.67875 0.02874
H -7.65120 -0.05666 -1.59065
H -7.71249 -2.29288 -0.39123
H -7.81882 -1.39557 1.11852
H -9.78595 -0.15230 -0.36586
H -10.03950 -1.38340 0.84386
H -10.17963 -3.15676 -0.77596
H -11.27997 -1.87277 -1.11495
H -12.33198 -2.54755 -2.52648
C 4.13499 0.83356 4.92418
O 3.84122 0.15260 3.70214
C 3.01547 0.81681 2.89129
O 2.52840 1.89780 3.11123
O 2.81568 0.07442 1.80535
C 1.93794 0.65862 0.83467
H 4.80969 0.19918 5.49087
H 4.62737 1.78418 4.72659
H 3.22809 0.98917 5.50558
H 2.34337 1.59787 0.46127
H 0.94598 0.81199 1.25491
H 1.86658 -0.04529 0.01037
C 0.01133 -4.97498 1.41282
O 0.28226 -4.55135 0.07638
C -0.64784 -4.91072 -0.81263
O -1.64456 -5.53939 -0.57321
O -0.27970 -4.44588 -2.00751
C -1.19739 -4.74897 -3.06328
H 0.83698 -4.61929 2.02329
H -0.91714 -4.53759 1.77490
H -0.03613 -6.06087 1.47046
H -2.17049 -4.30348 -2.86745
H -1.29539 -5.82528 -3.18974
H -0.78098 -4.31726 -3.96897
C 2.56273 4.52889 -8.06935
O 2.01797 3.65250 -7.08351
C 1.52107 2.51249 -7.57189
O 1.50993 2.18693 -8.73029
O 1.03878 1.80835 -6.54948
C 0.46637 0.54759 -6.90645
H 2.93305 5.40555 -7.54499
H 3.39223 4.05473 -8.59111
H 1.79833 4.83732 -8.77988
H 1.21445 -0.10076 -7.35896
H -0.37487 0.68081 -7.58342
H 0.11340 0.08954 -5.98641
C 6.00470 4.21047 0.59479
O 6.23978 4.68741 -0.73264
C 5.30643 4.32503 -1.61471
O 4.33424 3.65651 -1.37785
O 5.63882 4.82023 -2.80728
C 4.71072 4.49448 -3.84563
H 6.82770 4.57211 1.20442
H 5.06791 4.60333 0.98527
H 5.99309 3.12222 0.61578
H 3.72974 4.91209 -3.62855
H 4.64321 3.41648 -3.97764
H 5.08850 4.93854 -4.76232
C 3.11921 4.46553 7.04824
O 4.22072 3.69542 7.53886
C 4.65686 4.06442 8.74254
O 4.21127 4.95793 9.41488
O 5.67715 3.26961 9.07500
C 6.24848 3.55183 10.35317
H 2.86298 4.06391 6.07151
H 2.25862 4.36886 7.70698
H 3.39760 5.51203 6.94147
H 5.51064 3.41930 11.14204
H 6.64997 4.56305 10.38039
H 7.05715 2.84076 10.49526
C 0.27925 -3.31832 8.49783
O -0.44713 -2.82718 7.37080
C 0.12011 -1.78274 6.76418
O 1.15303 -1.25416 7.08954
O -0.65234 -1.42776 5.73895
C -0.15816 -0.31271 4.99419
H -0.28790 -4.15729 8.89046
H 1.26790 -3.66133 8.19871
H 0.36396 -2.55114 9.26517
H 0.81333 -0.54342 4.55907
H -0.09005 0.57216 5.62396
H -0.86843 -0.12315 4.19488
*
```

As for the gap between HOMO and LUMO: 6.99 eV. The value obtained for the HOMO energy is -5.57 eV.

Löwdin population analysis, charges in e, atoms 1 to 4: -0.116 -0.276 -0.212 -0.193

=====

no.,strongest force on any atom (eV Å⁻¹),electronic energy (eV)
1,1.87,-90573.4629
2,2.99,-76629.5680
3,1.95,-106739.2542